# 1
Entry from the Open Molecules 2025 dataset: a molecular structure, C27H32BN8O2OsS in a non-equilibrium geometry (ωB97M-V with the def2-TZVPD basis set).

CARTESIAN COORDINATES (ANGSTROEM)
Os -0.55414 -0.20830 0.24137
C 0.95735 0.41203 3.69851
C 1.28013 -0.87924 3.02985
C 2.19972 -1.85511 3.41756
C 2.13098 -2.85410 2.45945
C 2.92720 -4.10887 2.35760
N 1.20604 -2.48142 1.55699
N 0.67639 -1.28500 1.90823
B 0.72510 -3.17630 0.28509
N -0.81936 -3.20787 0.29637
N -1.54651 -2.06321 0.22829
C -2.84989 -2.38737 0.15340
C -3.93568 -1.37668 0.04275
C -2.95019 -3.77329 0.18880
C -1.65225 -4.25971 0.28166
C -1.17758 -5.66711 0.37257
N 1.14316 -2.33808 -0.95273
N 0.55556 -1.14679 -1.25909
C 1.01808 -0.75218 -2.46162
C 0.53009 0.44675 -3.20092
C 1.93684 -1.69407 -2.90809
C 1.98796 -2.68189 -1.93576
C 2.80199 -3.92790 -1.92160
H 1.63037 0.57773 4.53563
H -0.06834 0.40218 4.06614
H 1.05982 1.23727 2.99287
H 2.83813 -1.82993 4.28424
H 3.46690 -4.27372 3.28664
H 3.65753 -4.04158 1.54968
H 2.28613 -4.96801 2.16332
H 1.15421 -4.27668 0.20761
H -3.59231 -0.47494 -0.45996
H -4.30153 -1.09655 1.03214
H -4.77226 -1.79666 -0.51329
H -3.85786 -4.34997 0.14122
H -2.02700 -6.34427 0.38915
H -0.59780 -5.80900 1.28524
H -0.53721 -5.92013 -0.47227
H -0.32343 0.90012 -2.70872
H 0.23564 0.15277 -4.20780
H 1.31915 1.19431 -3.29653
H 2.48656 -1.66568 -3.83321
H 3.36444 -4.00662 -2.84811
H 2.16648 -4.80623 -1.81599
H 3.50722 -3.92021 -1.08990
O 1.58550 1.19528 0.20274
C 0.88575 2.01173 -0.41087
O -0.37148 1.72960 -0.57262
C 1.41394 3.25761 -1.00396
C 0.54230 4.17433 -1.58948
C 1.03823 5.33515 -2.15533
C 2.40720 5.57173 -2.15800
C 3.27560 4.65496 -1.58114
C 2.78418 3.49976 -0.99743
H -0.51533 3.95479 -1.60020
H 0.35924 6.05540 -2.59331
H 2.79573 6.47077 -2.61787
H 4.34059 4.84569 -1.58274
H 3.44249 2.77664 -0.53401
C -2.56986 5.70323 1.45759
C -2.90937 4.35102 0.92191
C -3.72960 4.17295 -0.19380
C -3.95803 2.87451 -0.60752
N -3.41327 1.82705 0.00219
C -2.61812 2.09804 1.02993
S -1.91553 0.72393 1.89254
N -2.37913 3.29431 1.53234
H -3.44473 6.35231 1.47392
H -1.81432 6.17132 0.82157
H -2.15901 5.61017 2.45945
H -4.15742 5.02002 -0.71187
H -4.60138 2.64922 -1.45085

As for the total charge: +1. Its highest occupied orbital energy (alpha / beta) is -11.66 / -11.73 eV. The spin multiplicity is 5. The value obtained for the maximum force is 1.196 eV/A. The HOMO-LUMO gap (alpha / beta) comes out at 8.87 / 6.57 eV. Its LUMO energy (alpha / beta) is -2.79 / -5.16 eV.


# 2
Entry from the Open Molecules 2025 dataset: C27H32ClN3O4 in the gas phase in a non-equilibrium geometry (ωB97M-V with the def2-TZVPD basis set).

CARTESIAN COORDINATES (ANGSTROEM)
C -2.14139 4.98340 1.01434
O -1.56504 3.98459 0.21237
C -2.26641 2.83188 0.01681
C -3.48817 2.53263 0.59230
C -4.13503 1.33816 0.30377
C -3.57485 0.42497 -0.56808
C -4.25323 -0.88265 -0.86672
C -3.83864 -1.96181 0.14935
N -2.40778 -2.15145 0.15850
C -1.79796 -3.14390 -0.53792
O -2.40586 -4.06799 -1.03699
C -0.28870 -3.00441 -0.60412
C 0.15827 -2.76137 -2.04960
C 1.68020 -2.66851 -2.09149
C 2.27833 -3.95929 -1.52384
N 1.83057 -4.27671 -0.18390
C 2.53532 -3.64894 0.91968
C 2.03973 -2.31096 1.37515
N 2.35730 -1.14153 0.73970
C 1.73011 -0.20053 1.38466
C 1.75234 1.21412 1.08639
C 1.04147 2.11992 1.87219
C 1.08584 3.46803 1.57737
C 1.81648 3.92913 0.49616
C 2.51486 3.02004 -0.28285
Cl 3.42477 3.58603 -1.63796
C 2.50078 1.66899 0.00239
O 1.00671 -0.67152 2.42480
C 1.20488 -2.01636 2.42125
C 0.52348 -2.84073 3.44846
C 0.39004 -4.29056 -0.08705
C -2.33422 0.71467 -1.13732
C -1.67275 1.89843 -0.86212
O -0.47227 2.26756 -1.38731
C 0.13986 1.41410 -2.32218
H -2.27301 4.64789 2.04924
H -1.44221 5.81797 0.99214
H -3.10737 5.31369 0.61777
H -3.95996 3.22958 1.26629
H -5.09225 1.13280 0.75914
H -3.98080 -1.22739 -1.86551
H -5.33634 -0.76394 -0.82351
H -4.16365 -1.67356 1.15336
H -4.28490 -2.92116 -0.11943
H -1.86744 -1.34513 0.43474
H 0.02125 -2.15131 0.00351
H -0.18713 -3.59204 -2.66925
H -0.29308 -1.84336 -2.43588
H 2.02373 -2.52490 -3.11707
H 2.01796 -1.82167 -1.49007
H 3.36849 -3.90490 -1.52350
H 1.97893 -4.79904 -2.16224
H 2.47456 -4.33585 1.77325
H 3.58344 -3.55108 0.63058
H 0.46286 1.75737 2.70820
H 0.54641 4.17101 2.19242
H 1.84090 4.97936 0.25413
H 3.05190 0.96073 -0.59477
H 0.99193 -3.81882 3.51013
H -0.53036 -2.97156 3.19806
H 0.58277 -2.34889 4.41766
H 0.11042 -4.46907 0.95337
H 0.01615 -5.12592 -0.68854
H -1.90266 -0.00002 -1.82119
H 0.43278 0.46182 -1.86748
H 1.03302 1.93773 -2.65708
H -0.51041 1.22555 -3.18295

The SMILES is COc1ccc(CCNC(=O)[C@@H]2CCCN(Cc3nc(-c4cccc(Cl)c4)oc3C)C2)cc1OC. As for the total charge: 0. Its highest occupied orbital energy is -8.08 eV. The value obtained for the energy above the lowest of the compared OMol25 structures with the same formula, charge and spin is 0.0 kcal/mol. The spin multiplicity is 1. The value obtained for the maximum force is 1.179 eV/A. The HOMO-LUMO gap comes out at 8.44 eV. Its LUMO energy is 0.36 eV.


# 3
Entry from the Open Molecules 2025 dataset: C27H32ClN5O4 in the gas phase in a non-equilibrium geometry (ωB97M-V with the def2-TZVPD basis set).

CARTESIAN COORDINATES (ANGSTROEM)
C 6.92346 -3.78655 1.64663
O 6.08377 -2.71282 1.99747
C 4.75604 -2.82164 1.75746
C 4.12711 -3.91853 1.17874
C 2.75804 -3.93514 0.97530
C 1.98527 -2.85054 1.36029
N 0.58187 -2.81787 1.16413
N 0.10460 -1.60595 0.90857
C -1.15687 -1.37841 0.73473
C -1.50552 0.05418 0.45885
O -2.64868 0.47740 0.39514
N -0.42647 0.84545 0.32551
C -0.53500 2.22222 -0.07119
C 0.35490 2.48253 -1.29252
O 1.30938 1.77141 -1.53967
N 0.01229 3.56815 -2.00117
C 0.71807 3.96848 -3.19783
C -0.25599 4.19885 -4.35124
C -1.23111 5.34277 -4.05693
N -2.19866 4.99445 -3.02277
C -2.69268 6.18193 -2.34068
C -3.78712 5.89084 -1.31051
C -3.57289 4.59293 -0.53000
C -4.18193 3.37278 -1.22224
C -3.51077 2.96660 -2.53386
C -3.26384 4.12087 -3.50634
C -2.13333 -2.43635 0.80955
C -3.50995 -2.26917 0.61594
C -4.35763 -3.34944 0.71382
C -3.86469 -4.62035 1.00418
C -2.51463 -4.80593 1.19460
C -1.63822 -3.72321 1.09730
C -0.20935 -3.95861 1.30782
O 0.27105 -5.03731 1.59571
C 2.59545 -1.73874 1.93691
C 3.95897 -1.72812 2.12846
Cl 4.71522 -0.35606 2.84433
H 7.92691 -3.47833 1.93528
H 6.89935 -3.97879 0.56951
H 6.65460 -4.69898 2.18773
H 4.70343 -4.77657 0.87354
H 2.30038 -4.79927 0.52504
H 0.48956 0.42119 0.25588
H -1.58725 2.42466 -0.27690
H -0.19649 2.87902 0.74094
H -0.88074 4.04322 -1.88097
H 1.43306 3.17806 -3.44049
H 1.27629 4.89140 -2.99731
H -0.80487 3.27672 -4.54504
H 0.31440 4.44818 -5.24713
H -0.65444 6.20287 -3.70532
H -1.73609 5.64546 -4.98976
H -3.07766 6.92708 -3.06013
H -1.83382 6.63075 -1.82916
H -4.76351 5.85310 -1.79647
H -3.80939 6.73610 -0.61943
H -4.05321 4.68985 0.44625
H -2.50644 4.44794 -0.35529
H -5.23766 3.58313 -1.41237
H -4.13500 2.51900 -0.54257
H -4.14504 2.22631 -3.02659
H -2.55388 2.48491 -2.32851
H -4.19205 4.68033 -3.67805
H -2.96468 3.69693 -4.46848
H -3.88825 -1.28432 0.39707
H -5.41827 -3.21027 0.56466
H -4.54267 -5.45739 1.07902
H -2.09959 -5.77648 1.42030
H 2.00029 -0.88989 2.23134

The SMILES is COc1ccc(-n2nc(C(=O)NCC(=O)NCCCN3CCCCCC3)c3ccccc3c2=O)cc1Cl. As for the total charge: 0. Its highest occupied orbital energy is -8.13 eV. The value obtained for the energy above the lowest of the compared OMol25 structures with the same formula, charge and spin is 0.0 kcal/mol. The spin multiplicity is 1. The value obtained for the maximum force is 1.001 eV/A. The HOMO-LUMO gap comes out at 8.10 eV. Its LUMO energy is -0.03 eV.


# 4
Entry from the Open Molecules 2025 dataset: a molecular structure, C27H32MnN5O3PS2 in a non-equilibrium geometry (ωB97M-V with the def2-TZVPD basis set).

CARTESIAN COORDINATES (ANGSTROEM)
Mn -0.56840 0.40691 0.43113
O -1.73248 -2.57076 -1.78026
S -1.53158 -1.20764 -1.47092
O -2.00549 -0.73600 -0.19837
O 0.14648 -0.93899 -1.45283
C -1.87407 -0.14471 -2.83230
C -3.15793 0.10018 -3.28313
C -3.30915 0.83855 -4.44858
C -2.19217 1.28691 -5.14792
C -0.90889 1.02666 -4.68889
C -0.74548 0.31651 -3.50678
P 0.79396 -0.28635 -2.80262
C 1.46253 -1.56769 -3.83511
C 2.62874 -1.29123 -4.55199
C 3.11954 -2.23959 -5.43286
C 2.45383 -3.44707 -5.59271
C 1.28939 -3.71427 -4.88000
C 0.77836 -2.77507 -4.00360
C 2.01571 0.87312 -2.24205
C 2.82902 0.45752 -1.18468
C 3.87095 1.26826 -0.77945
C 4.09555 2.48044 -1.41736
C 3.26901 2.89877 -2.45228
C 2.22965 2.09356 -2.88121
H -4.01747 -0.29160 -2.75282
H -4.30123 1.04704 -4.82423
H -2.32687 1.82667 -6.07552
H -0.04819 1.36549 -5.25136
H 3.14276 -0.34759 -4.41109
H 4.02285 -2.03695 -5.99148
H 2.84291 -4.18915 -6.27671
H 0.77343 -4.65563 -5.01065
H -0.12822 -2.98482 -3.45306
H 2.66378 -0.49912 -0.70611
H 4.50234 0.95564 0.04021
H 4.92777 3.09917 -1.11051
H 3.43642 3.85437 -2.93069
H 1.60802 2.40689 -3.71165
C -1.30921 -3.92515 3.62083
C -1.84851 -2.54870 3.69860
N -2.86329 -2.16799 4.38950
N -3.01848 -0.84370 4.11298
C -2.12254 -0.37259 3.23833
S -1.95442 1.16694 2.62308
N -1.35588 -1.46845 2.96938
N -0.25289 -1.42015 2.12514
H -1.83885 -4.54642 4.33767
H -0.24412 -3.95153 3.85531
H -1.46247 -4.34682 2.62502
H -3.73892 -0.30879 4.56852
H -0.15281 -2.32414 1.67637
H 0.58562 -1.21718 2.66157
C 3.02887 4.33465 1.76020
C 1.51090 4.13504 1.78092
C 0.96171 4.38891 3.19856
C 0.85020 5.11460 0.79420
C 1.13116 2.77082 1.38031
C 0.70146 1.67956 1.04520
H 3.26513 5.35614 2.06136
H 3.42560 4.16960 0.75863
H 3.52065 3.64819 2.44982
H 0.98525 5.45548 3.42960
H 1.56244 3.86060 3.93866
H -0.06695 4.03771 3.27643
H 1.12126 6.13697 1.06222
H -0.23714 5.02697 0.83834
H 1.18348 4.92360 -0.22825
N -1.70074 2.25738 -0.54985
H -2.11560 2.59217 0.31526
H -2.46568 2.14272 -1.20797
H -1.10429 3.00848 -0.88337

As for the total charge: +2. Its highest occupied orbital energy (alpha / beta) is -12.85 / -12.30 eV. The value obtained for the energy above the lowest of the compared OMol25 structures with the same formula, charge and spin is 33.4 kcal/mol. The spin multiplicity is 4. The value obtained for the maximum force is 2.685 eV/A. The HOMO-LUMO gap (alpha / beta) comes out at 6.63 / 6.08 eV. Its LUMO energy (alpha / beta) is -6.22 / -6.22 eV.


- Which value of maximum force does entry 4 give?
  2.685 eV/A